Computed, not measured: 2 unconnected molecules or ions with the total composition C3H10NO3, with the ωB97M-V functional and the def2-TZVPD basis.

```
17
C3H10NO3 | the Open Molecules 2025 dataset | the ωB97M-V functional and the def2-TZVPD basis
O 1.387 -1.024 1.461
C 1.035 -1.649 0.563
C -0.175 -1.142 -0.111
C 0.336 -0.356 -1.418
O 0.917 0.839 -1.081
N -1.033 -0.271 0.775
H 1.524 -2.632 0.304
H -0.962 -1.770 -0.535
H -0.789 -0.141 -1.950
H 0.921 -0.904 -2.154
H 1.922 0.799 -1.212
H -0.737 -0.429 1.833
H -0.792 0.705 0.877
H -2.050 -0.463 0.600
H -0.250 3.133 1.319
H -0.440 2.745 -0.069
O -0.815 2.560 0.799
```

Its highest occupied orbital energy is -14.470 eV. The LUMO energy comes out at -3.454 eV. As for the charge: +1. Its relative energy (zero: lowest compared OMol25 entry of this formula, charge and spin) is 70.9 kcal per mole. As for the HOMO-LUMO gap: 11.0 eV. Its multiplicity is 1. The strongest force on any atom is 0.1172 Eh/bohr.

Löwdin atomic charge list, values in e, 8 entries:
1 O 0.140
2 C -0.254
3 C -0.224
4 C -0.212
5 O -0.059
6 N 0.208
7 H 0.168
8 H 0.150

Computed, not measured: a gas-phase ion, C5H14N2O (charge +1), with the ωB97M-V functional and the def2-TZVPD basis.

```
22
C5H14N2O | the Open Molecules 2025 dataset | the ωB97M-V functional and the def2-TZVPD basis
C -1.127 1.689 0.319
O -1.421 0.765 1.345
C -0.517 1.139 -0.960
C 0.836 0.458 -0.677
C 0.747 -1.087 -0.521
C 0.438 -2.669 1.417
N 0.301 -1.305 0.919
N -0.438 2.249 -1.929
H -2.059 2.276 0.188
H -0.472 2.427 0.800
H -1.682 -0.137 1.124
H -1.248 0.379 -1.290
H 1.500 0.559 -1.525
H 1.332 0.941 0.178
H 0.037 -1.591 -1.152
H 1.720 -1.585 -0.342
H 0.662 -2.617 2.492
H 1.218 -3.309 0.976
H -0.505 -3.190 1.262
H 0.731 -0.621 1.540
H -0.168 3.065 -1.394
H 0.113 2.165 -2.768
```

Its highest occupied orbital energy (spin up / spin down) is -12.921 / -12.914 eV. The LUMO energy (spin up / spin down) comes out at -3.085 / -7.917 eV. As for the charge: +1. Its relative energy (zero: lowest compared OMol25 entry of this formula, charge and spin) is 49.6 kcal per mole. As for the HOMO-LUMO gap (spin up / spin down): 9.8 / 5.0 eV. Its multiplicity is 2. Its expectation value of S² is 0.755. The strongest force on any atom is 0.0750 Eh/bohr.

Löwdin atomic charge list, values in e, 8 entries:
1 C -0.228
2 O -0.037
3 C -0.379
4 C -0.120
5 C -0.074
6 C -0.019
7 N 0.083
8 N 0.062